Entry 1:
Formula: C2H3NO2S
Source: the Open Molecules 2025 dataset
Level of theory: the ωB97M-V functional and the def2-TZVPD basis

Properties
Gap between HOMO and LUMO (alpha / beta) = 5.21 / 4.65 eV
Energy relative to the best compared isomer or geometry (same formula, charge and spin) = 142.1 kcal per mole
Strongest force on any atom = 7.107 eV/A
⟨S²⟩ = 2.028

Structure (ORCA input):
```
! RIJCOSX wB97M-V def2-TZVPD def2/J DEFGRID3
* xyz 0 3
C -1.439 0.907 1.128
C 0.841 -0.717 0.153
N 0.625 -0.093 -0.953
O 1.457 0.550 -1.571
O -0.699 -0.110 -1.435
S -1.945 0.806 -0.308
H -0.735 0.334 1.771
H 1.894 -0.636 0.465
H 0.001 -1.041 0.749
*
```

Atom charges from the natural (NBO) analysis, given in e for atoms 1 to 2: -0.75, 0.04



Entry 2:
Formula: C2H3NO3
Source: the Open Molecules 2025 dataset
Level of theory: the ωB97M-V functional and the def2-TZVPD basis

Properties
Gap between HOMO and LUMO = 9.21 eV
Energy relative to the best compared isomer or geometry (same formula, charge and spin) = 87.0 kcal per mole
Strongest force on any atom = 5.366 eV/A

Structure (ORCA input):
```
! RIJCOSX wB97M-V def2-TZVPD def2/J DEFGRID3
* xyz 0 1
O -1.551 1.534 -0.978
C -0.886 0.567 -1.225
N 0.056 -0.090 -0.490
C 1.082 -0.062 1.057
O 0.469 -1.116 1.640
O 1.494 0.867 1.642
H -0.912 0.004 -2.170
H 0.653 -0.865 -0.754
H -0.404 -0.840 1.279
*
```

Atom charges from the natural (NBO) analysis, given in e for atoms 1 to 2: -0.56, 0.53



Entry 3:
Formula: C2H3NO3
Source: the Open Molecules 2025 dataset
Level of theory: the ωB97M-V functional and the def2-TZVPD basis

Properties
Gap between HOMO and LUMO = 11.10 eV
Energy relative to the best compared isomer or geometry (same formula, charge and spin) = 78.1 kcal per mole
Strongest force on any atom = 3.364 eV/A

Structure (ORCA input):
```
! RIJCOSX wB97M-V def2-TZVPD def2/J DEFGRID3
* xyz 0 1
C -0.100 -1.231 -1.329
C -0.433 1.491 2.426
N 0.235 0.127 0.426
O 0.160 -0.314 -2.060
O -0.715 2.421 1.848
O 0.189 -1.239 -0.020
H -0.466 -2.270 -1.621
H -0.096 0.791 -0.221
H 1.227 0.224 0.553
*
```

Atom charges from the natural (NBO) analysis, given in e for atoms 1 to 2: 0.63, 0.51



Entry 4:
Formula: C2H3NO3
Source: the Open Molecules 2025 dataset
Level of theory: the ωB97M-V functional and the def2-TZVPD basis

Properties
Gap between HOMO and LUMO = 8.45 eV
Energy relative to the best compared isomer or geometry (same formula, charge and spin) = 137.0 kcal per mole
Strongest force on any atom = 4.500 eV/A

Structure (ORCA input):
```
! RIJCOSX wB97M-V def2-TZVPD def2/J DEFGRID3
* xyz 0 1
C 0.089 0.293 -1.107
C 0.432 0.469 1.262
H -1.505 -1.636 -0.885
H 0.515 1.322 -1.105
H 0.845 1.466 1.014
N 0.092 -0.255 0.125
O -0.356 -1.485 0.359
O -0.373 -0.316 -2.072
O 0.260 0.143 2.409
*
```

Atom charges from the natural (NBO) analysis, given in e for atoms 1 to 2: 0.49, 0.51



Entry 5:
Formula: C2H3NO3
Source: the Open Molecules 2025 dataset
Level of theory: the ωB97M-V functional and the def2-TZVPD basis

Properties
Gap between HOMO and LUMO = 10.05 eV
Energy relative to the best compared isomer or geometry (same formula, charge and spin) = 125.3 kcal per mole
Strongest force on any atom = 4.186 eV/A
SMILES = C=C(O)[N+](=O)[O-]

Structure (ORCA input):
```
! RIJCOSX wB97M-V def2-TZVPD def2/J DEFGRID3
* xyz 0 1
C 0.635 -0.306 -0.991
C 0.228 0.017 0.268
N -1.343 0.317 0.422
O -2.026 -0.165 -0.446
O -1.743 1.101 1.264
O 0.893 -0.068 1.434
H 1.597 -0.457 -1.267
H 0.011 -0.362 -1.823
H 1.748 -0.076 1.140
*
```

Atom charges from the natural (NBO) analysis, given in e for atoms 1 to 2: -0.49, 0.38



Entry 6:
Formula: C2H3NO3S
Source: the Open Molecules 2025 dataset
Level of theory: the ωB97M-V functional and the def2-TZVPD basis

Properties
Gap between HOMO and LUMO = 8.98 eV
Energy relative to the best compared isomer or geometry (same formula, charge and spin) = 51.3 kcal per mole
Strongest force on any atom = 4.641 eV/A
SMILES = O=C(O)C(=S)NO

Structure (ORCA input):
```
! RIJCOSX wB97M-V def2-TZVPD def2/J DEFGRID3
* xyz 0 1
C -0.965 -0.104 -0.002
C 0.270 -1.008 0.149
H 1.168 1.481 -0.591
H -1.371 1.910 0.519
H 1.766 -1.786 -0.807
N -0.663 1.239 0.221
O 0.724 1.613 0.334
O 1.127 -0.964 -0.809
O 0.487 -1.785 1.046
S -2.542 -0.594 -0.060
*
```

Atom charges from the natural (NBO) analysis, given in e for atoms 1 to 2: -0.03, 0.74



Entry 7:
Formula: C2H3NO3S
Source: the Open Molecules 2025 dataset
Level of theory: the ωB97M-V functional and the def2-TZVPD basis

Properties
Gap between HOMO and LUMO = 10.82 eV
Energy relative to the best compared isomer or geometry (same formula, charge and spin) = 47.7 kcal per mole
Strongest force on any atom = 3.721 eV/A
SMILES = O=S1(=O)C=NCO1

Structure (ORCA input):
```
! RIJCOSX wB97M-V def2-TZVPD def2/J DEFGRID3
* xyz 0 1
C -0.475 -1.250 -0.123
C 0.755 0.483 -1.022
N 0.333 -0.917 -1.031
O 0.145 -0.092 2.263
O -1.867 0.812 1.373
O 0.430 1.157 0.193
S -0.561 0.271 1.129
H -0.978 -2.188 0.168
H 1.860 0.707 -1.030
H 0.358 1.018 -1.920
*
```

Atom charges from the natural (NBO) analysis, given in e for atoms 1 to 2: -0.09, 0.05



Entry 8:
Formula: C2H3NO3S
Source: the Open Molecules 2025 dataset
Level of theory: the ωB97M-V functional and the def2-TZVPD basis

Properties
Gap between HOMO and LUMO (alpha / beta) = 7.86 / 6.92 eV
Energy relative to the best compared isomer or geometry (same formula, charge and spin) = 129.1 kcal per mole
Strongest force on any atom = 3.914 eV/A

Structure (ORCA input):
```
! RIJCOSX wB97M-V def2-TZVPD def2/J DEFGRID3
* xyz 0 1
C -1.164 -1.527 -0.473
C -0.183 -0.477 -0.769
N 3.450 -0.792 -0.195
O -0.838 -2.360 0.365
O 3.881 0.306 -0.368
O 1.599 1.171 -0.260
S 1.241 -0.409 0.116
H -2.171 -1.576 -1.050
H -0.256 0.085 -1.716
H 2.701 1.312 -0.332
*
```

Atom charges from the natural (NBO) analysis, given in e for atoms 1 to 2: 0.32, -0.50



| no. | total energy (eV) |
| --- | --- |
| 1 | -18532.91703 |
| 2 | -9752.31786 |
| 3 | -9752.70411 |
| 4 | -9750.15006 |
| 5 | -9750.65683 |
| 6 | -20587.98343 |
| 7 | -20588.13584 |
| 8 | -20584.60737 |